Formula: C5H10O
Source: OMol25
Level of theory: ωB97M-V/def2-TZVPD

Last column: Mulliken charge in e.
Atoms and positions in Å:
C  1.84196  -0.52304  -0.42156  -0.57
O  1.94241  0.38573  0.49988  -0.42
C  0.34006  1.06295  1.15965  -0.61
C  -0.68458  0.98448  0.23253  -0.08
C  -1.73223  -0.08162  0.17864  -0.40
C  -0.82062  -0.79660  -0.74946  -0.65
H  0.60120  -0.57868  -0.72798  0.10
H  2.27725  -0.27079  -1.40322  0.31
H  2.01638  -1.57325  -0.11859  0.29
H  0.28062  0.45220  2.05725  0.22
H  0.82468  2.02101  1.28971  0.23
H  -0.70931  1.71221  -0.57605  0.34
H  -2.68902  0.25225  -0.22778  0.27
H  -1.88584  -0.58691  1.13499  0.26
H  -0.60734  -1.84065  -0.51905  0.39
H  -0.99561  -0.61928  -1.80897  0.32

Summary:
- maximum force (Eh/bohr) = 0.008
- total charge = 0
- gap between HOMO and LUMO (eV) = 8.641
- E_HOMO (eV) = -8.22
- LUMO level (eV) = 0.42
- E (eV) = -7389.676